Below is one molecule with the formula C3H7N3O at a distorted geometry, with properties calculated with wB97M-V/def2-TZVPD.

Summary:
- Energy above the lowest of the compared OMol25 structures with the same formula, charge and spin: 4.957 eV
- Structure (SMILES): [H]/N=C(\C)C/N=N/O
- Kohn-Sham gap: 9.70 eV
- HOMO energy: -9.15 eV

ORCA input file:
```
! wB97M-V def2-TZVPD RIJCOSX def2/J DEFGRID3
* xyz 0 1
C -0.0871 -1.4844 -0.2477
C -0.8055 0.7299 1.1107
C -0.7319 0.1032 -0.2592
O 2.6497 0.5470 -0.2023
N 1.3914 0.0450 -0.4274
N 1.2985 -1.1992 -0.3153
N -1.3948 0.4440 -1.2766
H 3.0349 0.9336 -1.0032
H -2.1124 1.1430 -1.0919
H -0.3122 -2.1345 0.5995
H -0.4314 -1.8291 -1.2208
H -0.0848 0.2862 1.7935
H -1.8156 0.6165 1.5052
H -0.5990 1.7986 1.0355
*
```

Below is one molecule with the formula C3H7N3O at a distorted geometry, with properties calculated with wB97M-V/def2-TZVPD.

Summary:
- Energy above the lowest of the compared OMol25 structures with the same formula, charge and spin: 4.062 eV
- Structure (SMILES): [H]/N=C(C)\C(O)=N\N
- Kohn-Sham gap: 9.16 eV
- HOMO energy: -8.63 eV

ORCA input file:
```
! wB97M-V def2-TZVPD RIJCOSX def2/J DEFGRID3
* xyz 0 1
C 1.6924 -0.8227 0.3537
C -0.1945 0.2602 0.1552
C 0.0738 -0.9708 0.8954
N -1.2814 1.4583 -1.4424
O 0.0267 1.4106 0.8542
N -0.8488 0.1952 -0.9662
N -0.3585 -2.0989 1.1188
H -0.2914 2.1240 0.2605
H -1.4869 1.3677 -2.4275
H -2.1328 1.7974 -0.9891
H -1.3544 -2.1579 1.3514
H 1.7702 -1.0270 -0.7120
H 2.1643 -1.6202 0.9141
H 2.2213 0.0841 0.6341
*
```

Below is a 2-piece molecular cluster, C3H7N3O overall at a distorted geometry, with properties calculated with wB97M-V/def2-TZVPD.

Summary:
- Energy above the lowest of the compared OMol25 structures with the same formula, charge and spin: 6.397 eV
- Kohn-Sham gap (alpha / beta): 6.46 / 9.41 eV
- HOMO energy (alpha / beta): -18.59 / -19.32 eV

ORCA input file:
```
! wB97M-V def2-TZVPD RIJCOSX def2/J DEFGRID3
* xyz 2 1
C 1.1026 0.2380 -0.8229
C -0.6083 -0.3044 0.4656
C 1.0934 1.0161 0.4455
N 0.0515 -0.5936 -0.6345
N 1.8468 0.3073 -1.8811
N -3.2170 -1.1941 1.8117
O -0.1500 0.6468 1.0968
H 1.8676 0.7865 1.2609
H 1.1414 2.1707 0.4211
H -0.3637 -1.4227 -1.1942
H 2.6981 0.8816 -1.7930
H 1.9501 -0.2451 -2.7558
H -3.6608 -0.6252 2.5437
H -3.7516 -1.6618 1.0363
*
```

Below is C3H7N3O2 as an isolated structure, with properties calculated with wB97M-V/def2-TZVPD.

Summary:
- Energy above the lowest of the compared OMol25 structures with the same formula, charge and spin: 6.504 eV
- Kohn-Sham gap: 9.63 eV
- HOMO energy: -8.79 eV

ORCA input file:
```
! wB97M-V def2-TZVPD RIJCOSX def2/J DEFGRID3
* xyz 0 1
C 1.1870 1.4018 0.3443
N -0.5435 0.7137 -1.3722
N -1.2876 0.4143 -0.1563
C 0.3337 0.3673 -0.3027
C -1.3133 -1.2296 0.0129
O 1.1471 -1.2922 1.0477
N 0.5120 -0.9897 -0.2124
O -1.9319 -1.8579 -0.8092
H 1.6487 -2.0874 0.8367
H -0.6821 -0.0721 -2.0163
H -2.0239 1.0913 0.0528
H -1.2817 -1.4093 1.0964
H 2.1717 1.3814 -0.1283
H 1.3143 1.1801 1.4014
H 0.7495 2.3884 0.2051
*
```

Below is one molecule with the formula C3H7N3O2 at a distorted geometry, with properties calculated with wB97M-V/def2-TZVPD.

Summary:
- Energy above the lowest of the compared OMol25 structures with the same formula, charge and spin: 2.100 eV
- Structure (SMILES): CN(N)C(=O)NC=O
- Kohn-Sham gap: 10.36 eV
- HOMO energy: -9.63 eV

ORCA input file:
```
! wB97M-V def2-TZVPD RIJCOSX def2/J DEFGRID3
* xyz 0 1
C -0.6280 -0.8236 -1.2178
C 0.1947 0.0888 0.9911
C -0.0947 2.1795 -0.3836
H -0.1644 -0.2697 -2.0529
H -1.5758 -0.4310 -0.9070
H -0.6326 -1.8883 -1.4479
H 0.3582 -2.3750 1.1064
H 1.8047 -1.7770 0.7202
H -0.3795 1.9599 1.6257
H -0.6191 3.1306 -0.2249
N 0.2545 -0.7794 -0.0434
N 0.8272 -1.9968 0.3306
N -0.2553 1.4108 0.7801
O 0.4914 -0.2609 2.1464
O 0.4187 1.8320 -1.4230
*
```

Below is a 2-piece molecular cluster, C3H7N3O2 overall at a distorted geometry, with properties calculated with wB97M-V/def2-TZVPD.

Summary:
- Energy above the lowest of the compared OMol25 structures with the same formula, charge and spin: 8.151 eV
- Kohn-Sham gap: 7.06 eV
- HOMO energy: -9.07 eV

ORCA input file:
```
! wB97M-V def2-TZVPD RIJCOSX def2/J DEFGRID3
* xyz 0 1
C 2.4973 0.2511 0.0015
C 1.0404 -0.0491 -0.1069
C -1.2960 0.7714 -0.0666
H 3.0840 -0.6582 -0.1485
H 2.6734 0.5269 1.0976
H 2.7733 1.2711 -0.4443
H -0.1869 -1.4596 -0.9061
H 0.2676 1.4879 0.9768
H -2.8229 -0.1999 -1.1855
H -3.3016 -1.3906 1.1896
N 0.7906 -1.2112 -0.6255
N 0.0054 0.6375 0.5139
N -1.8640 -0.3805 -0.3863
O -1.8023 1.9266 -0.3196
O -1.8582 -1.5233 0.4100
*
```